Record 1
Density functional theory data (ωB97M-V/def2-TZVPD) for a molecular structure, C35H21Br2Cl56NO2.

Structure (XYZ):
```
117
Properties=species:S:1:pos:R:3:forces:R:3:lowdin_charge:R:1
C -6.184009 -0.649426 -2.841932 -0.21 0.83 0.35 -0.18
C -5.055464 0.564479 -2.646409 -1.73 0.09 1.56 -0.68
Br -4.282984 1.062435 -4.459129 -0.79 -0.39 1.45 0.63
C -3.876855 0.196046 -1.568101 1.29 -1.62 -1.49 -0.64
Br -4.351517 0.797076 0.322669 0.36 -0.40 -1.68 0.61
C -2.365739 0.661170 -2.001467 3.73 1.02 -0.72 -0.16
C -1.207508 -0.501277 -2.323783 1.00 2.97 -0.21 0.04
C 0.349384 -0.171426 -2.726955 -2.52 2.64 -0.09 -0.13
C 1.438115 -1.412922 -2.980203 -0.49 1.25 1.71 -0.19
C 1.614259 -2.133072 -1.481688 0.36 -0.26 -0.27 -0.22
C 1.596615 -1.058345 -0.239814 -0.51 -0.40 0.77 -0.19
C 2.160357 -1.703663 1.196399 -1.04 0.39 -0.78 -0.17
N 1.542775 -0.812686 2.290499 -1.95 3.36 4.62 -0.15
C 0.214668 -1.027587 3.007456 0.75 3.02 0.49 -0.18
C -0.160486 0.165099 4.110788 5.03 0.68 -3.74 -0.20
C 1.125846 1.181549 4.032340 -0.92 -5.50 -3.47 -0.04
C 2.083814 0.471797 2.902408 -2.44 1.29 2.39 -0.12
C 0.813386 1.394218 -2.875720 -4.32 -1.36 1.15 0.05
C -0.310451 2.552482 -2.558955 -0.44 -1.99 0.32 0.00
C -1.886423 2.225406 -2.104680 2.15 -2.40 -0.61 -0.01
C -2.860963 3.502665 -1.778958 -4.04 1.34 -0.55 -0.22
O -4.167844 3.598802 -2.034596 7.76 -1.14 1.57 -0.06
C -2.120718 4.838892 -1.100161 4.23 -0.53 -2.05 0.03
C -0.706851 5.143688 -1.558598 -3.74 -1.27 1.21 0.01
C 0.102985 4.170506 -2.651282 2.33 1.12 -2.87 -0.20
O 0.987134 4.631926 -3.548459 -5.40 -2.84 5.85 -0.04
H -5.903873 -1.397729 -3.701320 -0.40 1.45 1.95 0.04
H -7.231643 -0.141544 -3.104196 2.46 -1.07 0.39 0.08
H -6.353351 -1.170390 -1.791862 0.54 0.87 -2.20 0.09
H -5.672725 1.467052 -2.167321 1.75 -1.66 -1.54 0.10
H -3.848359 -0.995343 -1.497356 0.07 2.69 -0.05 0.11
H -1.499916 -1.655782 -2.265433 0.49 2.90 0.00 0.07
H 2.483497 -0.941965 -3.245706 -2.22 -0.85 0.31 0.12
H 1.067823 -2.183283 -3.781599 0.98 1.95 1.63 0.03
H 0.772765 -2.966233 -1.334678 1.87 1.94 -0.19 0.09
H 2.658995 -2.681620 -1.518201 -2.08 0.96 0.20 0.12
H 0.480779 -0.716695 0.012565 2.51 -0.72 -0.77 0.12
H 2.230640 -0.091399 -0.443491 -1.27 -1.93 0.16 0.09
H 3.338932 -1.669746 1.194044 -2.67 -0.29 0.42 0.08
H 1.728520 -2.786583 1.391194 1.06 2.25 -0.48 0.14
H -0.544724 -1.931615 2.853777 2.87 2.31 -0.96 0.04
H -1.123777 0.264599 4.793778 2.70 0.28 -1.99 0.04
H 1.260895 2.166014 4.651923 0.00 -2.24 -1.59 0.08
H 3.102170 1.008433 2.627136 -3.01 -1.66 0.90 -0.02
H 1.921450 1.605371 -3.199772 -2.56 -0.11 0.75 0.11
H -2.685376 5.515145 -0.300278 1.24 -1.69 -2.13 0.13
H -0.186209 6.075486 -1.074304 -0.89 -1.98 -1.41 0.11
C -0.073213 -5.334171 -4.310719 -0.01 -0.21 -0.04 -1.97
Cl -0.565738 -5.336356 -6.023055 0.13 0.03 0.45 0.52
Cl -0.862656 -6.688535 -3.464040 0.20 0.36 -0.21 0.53
Cl 1.695864 -5.515572 -4.201295 -0.51 0.10 0.01 0.50
Cl -0.560443 -3.796114 -3.554545 -0.36 -0.80 -0.32 0.58
C -2.561972 -2.969720 5.306229 -0.10 -0.01 0.06 -1.94
Cl -1.817238 -3.949981 6.594305 -0.18 0.19 -0.27 0.52
Cl -3.154894 -4.041275 4.012166 0.05 0.13 0.21 0.51
Cl -3.925257 -2.041005 5.979618 0.18 -0.18 -0.11 0.51
Cl -1.350325 -1.846638 4.638838 -2.55 -3.00 2.91 0.63
C -7.575608 -1.662711 -6.550591 -0.09 0.08 -0.08 -1.99
Cl -7.566239 0.117700 -6.619375 -0.01 -0.46 0.19 0.49
Cl -5.906100 -2.270835 -6.682188 -0.36 0.15 0.03 0.51
Cl -8.280871 -2.193616 -5.002930 0.03 0.01 -0.45 0.54
Cl -8.549257 -2.304007 -7.898018 0.06 -0.07 0.56 0.49
C -5.593394 2.419200 4.124512 -0.10 0.09 -0.14 -1.96
Cl -5.584025 4.199611 4.055728 -0.38 -0.58 -0.05 0.50
Cl -3.923886 1.811077 3.992915 -0.32 0.10 0.00 0.50
Cl -6.298658 1.888295 5.672173 0.15 0.05 -0.44 0.49
Cl -6.567043 1.777904 2.777085 0.31 0.24 0.49 0.46
C -10.120600 0.135568 3.059376 -0.03 0.02 0.09 -2.01
Cl -9.025245 -0.115678 1.676714 -0.33 -0.03 0.23 0.49
Cl -9.191311 0.046718 4.576913 -0.28 -0.01 -0.40 0.49
Cl -10.887909 1.738030 2.925722 0.22 -0.40 0.03 0.52
Cl -11.377921 -1.126951 3.058076 0.31 0.31 -0.02 0.51
C -8.066778 -0.206809 -11.218441 0.09 0.03 0.06 -2.00
Cl -8.795455 -1.791621 -11.581868 0.15 0.34 0.08 0.50
Cl -6.909979 -0.379308 -9.874398 -0.09 0.26 -0.71 0.48
Cl -7.215112 0.400165 -12.660925 -0.22 -0.15 0.33 0.51
Cl -9.346722 0.943484 -10.756512 0.31 -0.30 -0.09 0.51
C -2.410958 6.542658 5.542698 0.08 -0.14 0.02 -2.00
Cl -2.637684 4.887733 4.922620 0.44 0.57 0.28 0.46
Cl -1.294807 7.429488 4.473995 -0.26 -0.18 0.24 0.51
Cl -3.982584 7.380833 5.587053 0.33 -0.21 -0.01 0.51
Cl -1.728670 6.472445 7.187194 -0.14 0.02 -0.43 0.50
C 4.298699 -7.068739 -6.829297 -0.04 -0.05 -0.15 -2.00
Cl 4.789363 -6.033980 -5.464306 -0.01 -0.22 -0.29 0.49
Cl 2.815897 -6.413293 -7.568267 0.37 -0.16 0.17 0.50
Cl 5.601297 -7.106337 -8.044342 -0.38 0.03 0.36 0.50
Cl 3.988199 -8.721392 -6.240108 0.07 0.42 -0.12 0.52
C 5.891735 1.093268 0.419821 0.26 -0.07 -0.13 -1.95
Cl 7.240704 1.024541 1.581818 -0.51 -0.30 -0.50 0.50
Cl 4.398450 0.526586 1.209353 1.53 0.43 -0.91 0.63
Cl 5.670257 2.772006 -0.134527 0.03 -0.43 0.17 0.53
Cl 6.257641 0.049808 -0.977361 -0.10 0.21 0.26 0.52
C 9.029008 4.240062 4.140376 0.08 0.25 -0.16 -1.96
Cl 10.630013 4.031430 3.386763 -0.50 0.28 -0.03 0.51
Cl 8.784687 5.956713 4.550014 0.07 -0.41 -0.06 0.53
Cl 7.763437 3.715284 3.001319 0.47 0.36 0.53 0.49
Cl 8.938030 3.256762 5.623501 -1.17 1.00 -0.56 0.42
C -4.627389 4.365248 9.537008 0.02 0.04 -0.05 -2.00
Cl -5.914344 3.901744 10.678757 0.31 0.10 -0.27 0.52
Cl -3.073187 3.690886 10.088444 -0.35 0.16 -0.14 0.51
Cl -5.011048 3.726790 7.918463 0.14 0.23 0.53 0.48
Cl -4.511033 6.141683 9.462490 -0.07 -0.42 0.06 0.50
C 7.369913 -0.191615 7.776817 -0.11 -0.07 -0.03 -2.00
Cl 5.794440 0.258268 7.076694 0.41 -0.10 0.16 0.52
Cl 8.432911 1.237725 7.814420 -0.26 -0.53 0.33 0.48
Cl 7.131514 -0.798322 9.435004 0.08 0.17 -0.42 0.52
Cl 8.120748 -1.464162 6.780984 -0.16 0.34 0.24 0.51
C 9.610543 -7.252598 -9.055675 0.05 -0.01 0.00 -2.02
Cl 9.118017 -7.254783 -10.768010 0.10 0.00 0.42 0.51
Cl 8.821100 -8.606962 -8.208996 0.23 0.31 -0.22 0.50
Cl 11.379621 -7.433999 -8.946250 -0.44 0.05 -0.03 0.51
Cl 9.123313 -5.714540 -8.299501 0.11 -0.37 -0.18 0.50
C 12.732405 0.998408 5.561785 -0.03 -0.08 0.08 -1.98
Cl 12.505680 -0.656518 4.941707 0.07 0.34 0.13 0.51
Cl 13.848556 1.885238 4.493082 -0.24 -0.18 0.22 0.51
Cl 11.160779 1.836582 5.606140 1.52 -1.02 0.15 0.42
Cl 13.414693 0.928194 7.206281 -0.13 0.01 -0.37 0.51
```
Positions in Å, forces in eV/Å.

## Properties
- Spin multiplicity: 1

=====

Record 2
Density functional theory data (ωB97M-V/def2-TZVPD) for a molecular structure, C35H22F5I2LuN5O3S.

Structure (XYZ):
```
74
Properties=species:S:1:pos:R:3:forces:R:3:lowdin_charge:R:1
Lu 0.026409 -0.568393 -0.440009 0.71 -1.06 0.00 1.50
O -4.286846 0.118811 0.225597 -1.24 -0.33 0.34 0.12
C -3.199488 0.598016 0.260716 2.22 1.40 -1.41 -0.49
N -2.177275 0.224228 1.083646 0.39 -0.08 0.56 -0.02
C -2.512011 -0.710909 2.045459 -0.25 -3.49 1.19 -0.59
C -1.237981 -1.660088 2.419807 -1.03 0.55 -0.98 -0.42
C -1.594315 -2.718029 3.448316 -0.91 1.08 -0.34 -0.12
C -1.046726 -3.931496 3.313441 0.56 0.36 -0.56 -0.11
C -0.178201 -4.234445 2.194014 0.26 -1.30 1.49 -0.12
C -0.180868 -3.359862 1.176992 0.78 -0.59 -1.92 -0.25
N -0.845046 -2.219428 1.104349 -0.60 1.96 0.34 -0.07
C -2.736956 1.638923 -0.738750 -0.57 -1.06 0.26 -0.21
C -3.622776 2.653420 -0.937117 0.26 0.27 -0.23 -0.01
C -3.347186 3.526872 -1.989268 -0.60 0.13 0.68 -0.05
C -2.236794 3.287050 -2.750471 0.69 -1.47 0.53 -0.02
C -1.361293 2.173089 -2.445831 -1.76 2.59 -0.93 -0.14
N -1.607006 1.384825 -1.441787 -0.44 -0.73 1.37 0.06
H -3.366233 -1.379943 1.695979 1.54 0.88 0.18 0.11
H -1.365883 0.818828 1.318933 -0.65 0.40 -0.25 0.09
H -2.302552 -2.379560 4.229657 0.55 -0.69 -0.38 0.05
H -1.253262 -4.662954 4.054138 -0.16 -0.73 0.51 0.08
H 0.413403 -5.166692 2.141812 -0.56 0.69 0.06 0.09
H 0.368992 -3.600004 0.245437 -0.31 -0.05 0.52 0.11
H -4.469399 2.692031 -0.256654 -0.03 0.25 -0.40 0.13
H -4.034743 4.353015 -2.161168 0.29 -0.05 -0.25 0.11
H -2.074309 3.907191 -3.592285 0.53 0.40 -0.72 0.09
H -0.507977 2.018054 -3.057113 0.71 -0.36 -0.25 0.05
O 1.939483 -1.451175 -0.198764 -0.09 0.13 -0.40 -0.26
C 3.229098 -1.280721 -0.247909 -0.72 0.74 -0.57 -0.59
O 3.982208 -1.623636 0.636368 0.63 -0.29 0.21 0.06
C 3.772260 -0.525654 -1.477480 0.53 -1.03 1.10 -0.14
C 5.060745 -0.901616 -1.936866 -1.78 1.42 -0.48 -0.03
C 5.628010 -0.306908 -3.029423 0.32 -0.12 -0.10 -0.09
C 4.914799 0.737517 -3.621075 2.60 0.85 -1.29 -0.13
C 3.804712 1.206994 -3.070289 -2.28 1.46 0.23 -0.19
C 3.140593 0.558710 -2.024270 -0.44 0.19 -0.60 -0.61
S 1.547597 1.208722 -1.692545 -0.34 0.34 0.58 0.58
H 5.543736 -1.607840 -1.365989 1.12 -1.66 1.02 0.08
H 6.632099 -0.587148 -3.340391 -0.25 0.02 -0.16 0.10
H 5.301057 1.409193 -4.412577 0.25 -0.98 0.24 0.11
H 3.379864 2.144525 -3.470646 0.01 -0.68 0.23 0.10
F 1.545973 -2.314401 -3.215981 0.50 0.83 0.01 0.07
C 0.298229 -2.769377 -3.042475 0.13 -0.76 0.43 -0.28
C -0.590044 -2.153486 -2.186941 -1.05 1.11 0.62 -0.09
C -1.861595 -2.712706 -2.067579 2.16 -1.16 -1.38 -0.29
F -2.868597 -2.211780 -1.365020 -0.33 0.80 0.59 0.08
C -2.095703 -3.938191 -2.673125 -1.63 0.19 0.93 -0.18
F -3.304246 -4.516566 -2.553886 -0.29 -0.26 0.04 0.09
C -1.137867 -4.596463 -3.356304 2.21 -1.26 -2.29 -0.13
F -1.323773 -5.817491 -3.942338 -0.54 0.59 0.52 0.07
C 0.093825 -3.995295 -3.640566 -1.39 0.63 0.88 -0.16
F 1.005880 -4.539494 -4.435538 0.09 -0.49 -0.13 0.12
I -3.618970 0.154958 3.772370 0.45 0.23 -0.06 0.74
C -0.046987 -0.823025 2.863938 0.53 0.28 2.16 -0.20
C 0.428150 -0.912027 4.208234 -0.90 -1.32 -1.44 0.00
C 1.681578 -0.482341 4.468020 -0.24 1.23 -0.50 -0.08
C 2.387989 0.351006 3.604542 -0.40 -0.42 -0.24 -0.02
C 1.797274 0.511392 2.350495 -0.15 -0.34 0.30 -0.10
N 0.645383 -0.113567 1.977472 0.10 0.33 0.23 0.02
H -0.025450 -1.551831 4.972725 -0.27 0.34 -0.67 0.12
H 2.019004 -0.778141 5.402003 1.21 -0.11 1.70 0.09
H 3.330007 0.750846 4.004715 -0.36 0.02 -1.02 0.11
H 2.229020 1.071305 1.541923 0.39 0.28 -0.06 0.09
I -3.311449 5.973959 2.111539 -1.08 0.58 0.36 0.90
C -1.671559 4.980111 1.423242 -1.00 -0.43 0.51 -0.78
C -0.731103 5.697088 0.706075 0.70 -1.79 0.59 -0.15
C 0.338922 4.916894 0.358698 1.77 -0.64 -0.93 -0.06
C 0.460809 3.586080 0.787141 -0.39 -0.75 -0.76 -0.15
N -0.474478 2.895609 1.434747 -1.54 1.50 0.06 0.07
C -1.601763 3.618206 1.721876 1.31 -0.87 0.25 -0.21
H -0.744327 6.740384 0.515191 -0.44 0.65 -0.25 0.09
H 1.139931 5.240726 -0.328032 -0.45 0.18 0.61 0.12
H 1.245061 2.931142 0.426213 0.50 0.47 0.00 0.04
H -2.379071 3.022961 2.260654 0.44 0.98 -0.49 0.09
```
Positions in Å, forces in eV/Å.

## Properties
- Spin multiplicity: 1
- Net charge: -1

=====

HOMO-LUMO gap, respectively: 6.1, 5.8 eV.
Energy above the lowest of the compared OMol25 structures with the same formula, charge and spin, respectively: 409.2, 54.0 kcal/mol.